# 1
{
  "formula": "C14H17CdN3S",
  "method": "ωB97M-V with the def2-TZVPD basis set",
  "elements": ["C", "C", "H", "H", "H", "H", "H", "H", "C", "C", "C", "C", "H", "H", "H", "H", "N", "C", "C", "N", "C", "C", "C", "H", "H", "C", "H", "H", "Cd", "C", "H", "H", "H", "S", "C", "N"],
  "xyz": [[3.685, -0.075, -1.618], [3.030, 0.042, -2.996], [3.770, 0.897, -1.116], [4.688, -0.511, -1.689], [3.117, -0.762, -0.981], [2.047, 0.510, -2.941], [3.645, 0.626, -3.692], [2.901, -0.951, -3.441], [0.833, 1.007, 2.599], [0.414, 1.396, 3.872], [-0.948, 1.655, 4.071], [-1.821, 1.492, 2.990], [1.884, 0.794, 2.380], [1.151, 1.483, 4.666], [-1.309, 1.972, 5.050], [-2.881, 1.707, 3.071], [-0.012, 0.797, 1.572], [-1.343, 1.003, 1.759], [-2.233, 0.616, 0.634], [-1.638, -0.015, -0.404], [-2.384, -0.439, -1.439], [-4.416, 0.339, -0.417], [-3.776, -0.321, -1.470], [-1.831, -0.892, -2.258], [-4.320, -0.739, -2.312], [-3.627, 0.834, 0.629], [-4.035, 1.390, 1.470], [-5.498, 0.465, -0.406], [0.741, -0.418, -0.371], [0.466, -1.517, -2.242], [0.236, -0.777, -3.030], [-0.373, -2.217, -2.154], [1.373, -2.067, -2.529], [1.410, -2.215, 1.360], [2.968, -2.462, 0.865], [4.084, -2.646, 0.517]],
  "forces_ev_per_a": [[0.00, 0.00, -0.20], [0.44, -0.02, -0.19], [0.00, -0.12, -0.08], [-0.18, 0.11, 0.08], [0.27, 0.14, -0.08], [0.06, 0.00, -0.05], [-0.07, -0.02, 0.19], [0.02, 0.29, 0.08], [-0.31, -0.23, -0.27], [-0.32, 0.00, -0.37], [0.33, -0.08, -0.53], [0.21, -0.29, -0.35], [-0.38, 0.10, 0.20], [-0.23, 0.04, -0.12], [0.03, -0.06, -0.35], [0.19, -0.09, 0.28], [-0.42, 0.46, 0.61], [1.11, 0.22, 0.75], [-0.82, -0.47, -1.26], [-1.12, 0.45, 0.28], [-0.15, 0.29, 0.60], [0.61, -0.02, 0.11], [0.22, 0.20, 0.29], [-0.20, 0.07, 0.22], [0.01, 0.15, 0.17], [0.68, -0.04, 0.16], [-0.30, -0.21, -0.33], [0.32, 0.00, 0.00], [-0.38, -1.02, -0.02], [0.32, 0.52, -0.62], [0.07, -0.52, 0.06], [0.25, 0.04, 0.17], [-0.41, 0.17, 0.17], [-0.55, 0.16, 0.54], [3.12, -0.64, -0.95], [-2.44, 0.40, 0.79]],
  "mulliken_charge": [-0.145, -0.887, 0.277, 0.347, -0.461, 0.147, 0.353, 0.266, -0.048, -0.663, -0.425, -0.584, 0.362, 0.378, 0.422, 0.230, -0.061, 0.323, 0.453, 0.110, -0.061, -0.414, -0.748, 0.393, 0.381, -0.520, 0.261, 0.422, 0.966, -1.584, 0.452, 0.404, 0.325, -0.464, 0.351, -0.558],
  "multiplicity": 1,
  "charge": 0
}

# 2
{
  "formula": "C14H17ClF10IrN2O2Sb",
  "method": "ωB97M-V with the def2-TZVPD basis set",
  "elements": ["Ir", "C", "C", "N", "C", "C", "C", "C", "N", "C", "C", "F", "C", "F", "C", "C", "F", "C", "F", "H", "H", "H", "H", "H", "H", "H", "H", "H", "H", "H", "H", "H", "H", "H", "Cl", "C", "C", "O", "O", "H", "H", "F", "Sb", "F", "F", "F", "F", "F"],
  "xyz": [[-0.098, 0.870, -0.069], [1.982, 1.455, 2.120], [1.087, 0.295, 2.551], [-0.338, 0.355, 2.060], [-1.092, 1.407, 2.792], [-2.529, 1.612, 2.334], [-1.020, -0.948, 2.064], [-0.457, -1.887, 1.046], [-0.534, -1.240, -0.233], [-0.395, -1.832, -1.406], [-0.279, -1.006, -2.570], [-0.295, 0.336, -2.406], [-0.130, -1.521, -3.822], [-0.017, -0.705, -4.856], [-0.123, -2.900, -4.021], [-0.194, -3.738, -2.919], [-0.153, -5.049, -3.088], [-0.311, -3.238, -1.645], [-0.369, -4.082, -0.628], [3.022, 1.154, 2.228], [1.815, 2.361, 2.700], [1.853, 1.712, 1.069], [1.070, 0.249, 3.643], [1.535, -0.619, 2.171], [-0.541, 2.337, 2.669], [-1.080, 1.149, 3.856], [-2.596, 1.631, 1.247], [-2.882, 2.573, 2.707], [-3.203, 0.848, 2.718], [-2.063, -0.772, 1.807], [-0.975, -1.395, 3.060], [-0.998, -2.830, 1.100], [0.594, -2.134, 1.239], [-0.051, -3.306, -5.021], [-3.725, 3.593, -2.352], [-2.290, 4.048, -1.432], [-1.561, 2.862, -0.875], [-0.416, 3.032, -0.366], [-2.039, 1.696, -0.856], [-2.588, 4.692, -0.606], [-1.610, 4.598, -2.077], [1.656, -0.307, -0.426], [3.622, -0.849, -0.903], [3.729, -0.931, 0.982], [2.811, -2.553, -0.815], [5.363, -1.293, -1.330], [2.968, -0.737, -2.658], [3.844, 1.007, -0.785]],
  "forces_ev_per_a": [[-4.08, -3.08, -1.26], [-0.28, 0.19, 0.18], [0.37, -0.08, 0.12], [1.10, 1.72, -2.04], [-0.35, 0.30, 0.17], [0.10, -0.13, -0.03], [-0.39, -0.08, 0.31], [0.31, -0.67, 0.29], [0.34, 1.84, -0.04], [0.09, 0.19, -0.50], [0.05, -0.16, 0.20], [0.25, 0.11, -0.05], [-0.11, 0.13, -0.11], [0.00, -0.01, 0.02], [0.07, -0.04, 0.10], [0.01, 0.01, -0.22], [0.00, 0.00, 0.04], [-0.14, -0.02, 0.24], [0.02, 0.03, 0.00], [-0.02, -0.04, 0.09], [-0.03, -0.03, 0.04], [0.21, 0.05, -0.02], [-0.18, -0.17, -0.01], [-0.11, -0.06, 0.04], [0.15, -0.09, 0.00], [0.14, -0.08, -0.02], [-0.12, -0.01, 0.09], [0.02, 0.00, 0.05], [-0.02, 0.00, -0.02], [-0.04, 0.05, 0.13], [0.05, 0.13, 0.06], [-0.11, 0.06, -0.15], [0.00, 0.00, -0.06], [0.06, -0.01, 0.01], [-0.02, -0.02, 0.02], [-0.04, -0.14, -0.19], [0.42, 0.46, 0.31], [0.86, -0.14, 0.38], [1.11, -1.19, 1.10], [0.06, 0.00, 0.04], [0.02, 0.04, 0.04], [0.39, 0.87, 0.52], [-0.92, 0.24, 0.57], [0.27, -0.07, -0.18], [0.22, -0.02, -0.09], [-0.03, -0.10, 0.06], [0.10, 0.09, -0.04], [0.19, -0.08, -0.18]],
  "mulliken_spin": [0.021, 0.001, 0.000, 0.000, -0.002, -0.001, 0.032, -0.057, 0.465, 0.063, 0.123, 0.010, -0.055, -0.008, 0.261, -0.064, -0.010, 0.172, 0.021, 0.000, 0.000, -0.001, 0.000, 0.001, 0.000, 0.000, 0.002, 0.000, -0.001, -0.001, 0.001, 0.009, 0.019, 0.009, 0.000, 0.000, 0.003, -0.011, -0.003, 0.000, 0.000, -0.004, 0.002, 0.000, 0.001, 0.000, 0.001, 0.000],
  "multiplicity": 2,
  "charge": 1
}

# 3
{
  "formula": "C14H17EuIN2O2",
  "method": "ωB97M-V with the def2-TZVPD basis set",
  "elements": ["C", "C", "H", "H", "H", "H", "H", "H", "C", "C", "C", "C", "H", "H", "H", "H", "N", "C", "C", "N", "C", "C", "C", "H", "H", "C", "H", "H", "Eu", "I", "C", "C", "O", "O", "H", "H", "H"],
  "xyz": [[0.108, -1.921, 3.718], [-0.587, -0.555, 3.787], [-0.587, -2.711, 3.385], [0.420, -2.146, 4.752], [1.061, -2.012, 3.155], [-1.176, -0.212, 2.921], [-1.310, -0.699, 4.608], [0.106, 0.254, 4.058], [0.586, -2.230, -1.798], [0.404, -2.597, -3.136], [-0.407, -1.788, -3.934], [-1.016, -0.675, -3.354], [1.260, -2.769, -1.125], [0.902, -3.487, -3.497], [-0.556, -1.998, -4.995], [-1.619, 0.018, -3.931], [-0.141, -1.271, -1.223], [-0.888, -0.430, -1.971], [-1.445, 0.772, -1.301], [-1.381, 0.818, 0.059], [-1.555, 2.002, 0.666], [-2.163, 3.075, -1.408], [-1.960, 3.161, -0.026], [-1.353, 2.021, 1.743], [-2.100, 4.089, 0.533], [-1.881, 1.875, -2.060], [-1.957, 1.774, -3.140], [-2.523, 3.928, -1.979], [0.333, -0.973, 1.238], [0.148, -4.192, 1.013], [3.597, 1.602, 0.283], [2.364, 0.867, 0.711], [2.290, 0.276, 1.857], [1.403, 0.798, -0.119], [4.455, 1.264, 0.866], [3.433, 2.677, 0.428], [3.734, 1.394, -0.784]],
  "forces_ev_per_a": [[0.27, -0.39, 0.89], [-0.12, 0.03, 0.99], [0.48, 0.30, 0.13], [-0.17, -0.09, -0.41], [-0.51, 0.05, 0.45], [-0.09, -0.21, 0.19], [0.11, 0.55, -0.43], [-0.18, -0.21, -0.04], [-0.78, -0.19, -0.30], [0.12, 0.52, 0.23], [0.00, 0.02, 0.37], [-0.15, 0.32, 0.68], [-0.34, -0.01, -0.46], [0.04, 0.14, -0.20], [0.04, 0.01, 0.36], [0.13, -0.34, -0.17], [0.13, 0.76, -0.55], [0.50, -1.44, -0.75], [-0.22, 0.67, 0.64], [0.36, 0.50, -0.62], [-0.44, 0.03, -0.85], [0.03, -0.29, 0.35], [0.20, -0.51, 0.17], [-0.26, 0.06, -0.36], [0.02, -0.30, -0.31], [0.17, -0.35, 0.62], [0.00, 0.25, 0.33], [0.14, -0.12, 0.17], [-0.22, -0.04, -1.30], [0.01, -0.11, 0.00], [0.18, -0.11, 0.05], [-0.92, -0.81, 0.31], [0.48, 0.79, -0.88], [0.80, 0.25, 0.56], [-0.06, 0.19, -0.09], [0.12, -0.20, -0.06], [0.10, 0.23, 0.26]],
  "mulliken_spin": [0.002, 0.012, 0.001, 0.002, 0.004, 0.005, 0.000, -0.002, -0.003, 0.000, 0.002, -0.001, 0.000, 0.000, 0.000, 0.000, -0.001, -0.005, 0.004, 0.012, 0.001, 0.001, 0.001, -0.006, 0.000, 0.000, 0.000, 0.000, 6.986, -0.009, 0.000, 0.001, -0.004, -0.004, 0.000, 0.000, 0.000],
  "multiplicity": 8,
  "charge": 0
}

# 4
{
  "formula": "C14H17FeIN2O2",
  "method": "ωB97M-V with the def2-TZVPD basis set",
  "elements": ["C", "C", "H", "H", "H", "H", "H", "H", "C", "C", "C", "C", "H", "H", "H", "H", "N", "C", "C", "N", "C", "C", "C", "H", "H", "C", "H", "H", "Fe", "I", "C", "O", "C", "O", "H", "H", "H"],
  "xyz": [[-3.296, -1.188, 1.470], [-2.986, -1.744, 0.090], [-2.547, -1.537, 2.191], [-4.265, -1.547, 1.828], [-3.401, -0.095, 1.492], [-1.920, -1.931, -0.139], [-3.490, -2.712, 0.001], [-3.385, -1.117, -0.710], [1.936, 0.445, 2.364], [3.284, 0.726, 2.565], [4.212, 0.274, 1.627], [3.730, -0.413, 0.514], [1.172, 0.927, 2.991], [3.565, 1.340, 3.414], [5.274, 0.498, 1.739], [4.389, -0.608, -0.324], [1.492, -0.316, 1.357], [2.356, -0.699, 0.372], [1.737, -1.092, -0.897], [0.373, -1.078, -0.939], [-0.273, -1.301, -2.104], [1.814, -1.429, -3.289], [0.420, -1.440, -3.310], [-1.361, -1.399, -2.055], [-0.133, -1.559, -4.240], [2.475, -1.261, -2.078], [3.560, -1.202, -2.017], [2.390, -1.533, -4.205], [-0.607, -0.333, 0.884], [-1.362, 0.689, 3.035], [-0.455, 3.792, -0.939], [-0.924, 2.478, -0.536], [0.021, 1.583, -0.199], [1.193, 1.814, -0.447], [-1.357, 4.380, -1.095], [0.115, 3.688, -1.870], [0.153, 4.271, -0.157]],
  "forces_ev_per_a": [[-0.67, -0.22, 0.12], [-0.53, -0.38, -0.54], [-0.53, 0.23, -0.12], [0.01, -0.20, -0.16], [0.35, -0.52, -0.05], [-0.30, 0.03, 0.29], [0.33, -0.02, -0.20], [0.04, 0.03, 0.04], [0.31, -0.03, -0.03], [0.04, -0.11, -0.36], [-0.51, -0.17, 0.12], [-0.51, -0.03, -0.40], [0.48, -0.66, -0.21], [0.06, -0.09, -0.15], [-0.34, -0.08, -0.13], [0.08, -0.16, 0.27], [0.66, -0.08, -0.48], [0.52, 1.38, 1.77], [-1.13, 0.21, -1.16], [0.26, -1.13, -0.20], [1.02, -0.06, 0.03], [-0.04, 0.15, 0.32], [-0.25, -0.07, 0.34], [0.42, 0.31, -0.08], [0.15, -0.03, 0.25], [-0.18, 0.01, 0.40], [-0.31, -0.16, -0.25], [-0.15, 0.02, 0.12], [1.24, 1.33, -1.27], [-0.08, 0.95, 1.59], [-0.01, -0.43, -0.12], [-0.34, 1.08, 0.18], [-0.06, -1.32, 0.23], [0.08, 0.33, -0.07], [0.01, -0.02, -0.09], [-0.03, 0.27, 0.27], [-0.10, -0.35, -0.29]],
  "mulliken_spin": [-0.004, 0.042, 0.002, 0.002, 0.004, -0.017, 0.003, 0.003, -0.005, 0.009, -0.003, 0.006, 0.000, 0.000, 0.000, 0.000, 0.035, -0.008, 0.010, 0.030, 0.021, 0.010, -0.008, -0.010, -0.001, -0.006, -0.001, 0.001, 3.732, 0.072, 0.003, 0.003, 0.069, 0.004, 0.001, 0.001, 0.001],
  "multiplicity": 5,
  "charge": 0
}

Relative energy (zero: lowest compared OMol25 entry of this formula, charge and spin) for every record listed, in sequence, given in kcal per mole: 0.85, 41.59, 0.00, 25.21.